# 1
{
  "formula": "C5H6O",
  "method": "ωB97M-V/def2-TZVPD",
  "species": ["C", "C", "C", "C", "C", "O", "H", "H", "H", "H", "H", "H"],
  "coordinates": [[-0.27, 2.15, 0.53], [0.08, 1.44, -0.38], [0.51, 0.29, -1.17], [0.64, -0.80, -0.09], [-0.64, -1.22, 0.61], [1.72, -1.22, 0.23], [-0.56, 2.76, 1.35], [-0.22, 0.03, -1.95], [1.49, 0.44, -1.64], [-0.70, -2.31, 0.61], [-1.54, -0.79, 0.16], [-0.59, -0.89, 1.66]],
  "spin_multiplicity": 1,
  "relative_energy_ev": 1.717,
  "energy_ha": -269.28314,
  "e_lumo_ev": 0.88,
  "homo_lumo_gap_ha": 0.38720,
  "e_homo_ev": -9.653,
  "smiles": "C#CCC(C)=O",
  "charge": 0
}

---

# 2
{
  "formula": "C8H7NO3S",
  "method": "ωB97M-V/def2-TZVPD",
  "species": ["C", "C", "C", "C", "C", "C", "C", "C", "N", "O", "O", "O", "S", "H", "H", "H", "H", "H", "H", "H"],
  "coordinates": [[2.81, 0.76, -0.36], [2.18, -0.41, -0.02], [1.99, 1.92, -0.33], [0.75, -0.52, 0.18], [0.66, 1.84, -0.35], [-0.03, 0.66, -0.04], [-1.44, 0.59, 0.13], [-3.18, -0.75, -0.36], [-4.09, -1.50, 0.29], [-3.15, -0.40, -1.48], [-3.79, 1.40, 0.45], [-2.07, -0.60, 0.47], [-2.44, 1.89, -0.02], [3.88, 0.91, -0.44], [2.81, -1.24, 0.33], [2.46, 2.80, -0.59], [0.11, -1.43, 0.28], [0.19, 2.71, -0.37], [-4.98, -1.10, -0.04], [-3.92, -1.83, 1.17]],
  "spin_multiplicity": 3,
  "relative_energy_ev": 0.000,
  "energy_ha": -987.58419,
  "e_lumo_ev": [0.68, -2.47],
  "homo_lumo_gap_ha": [0.27434, 0.26517],
  "e_homo_ev": [-6.787, -9.684],
  "charge": 0,
  "s2": 2.04
}

---

# 3
{
  "formula": "C52H49GeN7O3S3Sr",
  "method": "ωB97M-V/def2-TZVPD",
  "species": ["Sr", "N", "C", "C", "N", "C", "C", "N", "C", "C", "N", "H", "H", "H", "H", "H", "H", "C", "C", "N", "C", "C", "C", "S", "N", "C", "O", "C", "C", "C", "C", "C", "C", "H", "H", "H", "H", "H", "H", "H", "H", "H", "H", "H", "H", "H", "H", "H", "S", "C", "C", "C", "C", "C", "C", "S", "H", "H", "H", "H", "N", "C", "C", "C", "C", "C", "C", "C", "H", "H", "H", "H", "H", "O", "C", "O", "C", "C", "Ge", "C", "C", "C", "C", "C", "C", "C", "C", "C", "C", "C", "C", "C", "C", "C", "C", "C", "C", "H", "H", "H", "H", "H", "H", "H", "H", "H", "H", "H", "H", "H", "H", "H", "H", "H", "H", "H"],
  "coordinates": [[1.00, -1.33, 0.67], [4.72, -0.76, 2.77], [4.76, -2.04, 3.27], [3.57, -2.61, 2.92], [2.81, -1.72, 2.24], [3.51, -0.62, 2.15], [3.09, 0.57, 1.48], [1.88, 0.82, 1.04], [1.90, 2.07, 0.53], [3.15, 2.60, 0.63], [3.91, 1.63, 1.23], [5.42, -0.06, 2.90], [5.61, -2.41, 3.79], [3.22, -3.61, 3.09], [1.00, 2.51, 0.14], [3.56, 3.55, 0.36], [4.90, 1.68, 1.40], [-2.13, 1.52, 5.88], [-0.77, 1.60, 6.56], [0.28, 2.08, 5.70], [0.43, 3.50, 5.55], [1.32, 4.14, 6.62], [0.97, 1.20, 4.89], [2.44, 1.72, 4.25], [0.53, -0.03, 4.90], [0.28, -0.91, 3.94], [0.15, -0.66, 2.74], [0.01, -2.29, 4.46], [0.27, -3.38, 3.63], [-0.02, -4.66, 4.05], [-0.58, -4.88, 5.29], [-0.85, -3.80, 6.12], [-0.55, -2.52, 5.71], [-2.89, 1.14, 6.57], [-2.07, 0.84, 5.03], [-2.44, 2.50, 5.52], [-0.48, 0.60, 6.89], [-0.82, 2.27, 7.42], [-0.57, 3.96, 5.58], [0.87, 3.69, 4.57], [0.96, 3.92, 7.63], [1.34, 5.22, 6.49], [2.33, 3.76, 6.52], [0.68, -3.21, 2.65], [0.20, -5.49, 3.39], [-0.83, -5.89, 5.61], [-1.31, -3.97, 7.09], [-0.76, -1.68, 6.36], [3.53, -1.60, -0.93], [3.93, -3.28, -0.96], [5.16, -3.61, -1.53], [5.63, -4.90, -1.61], [4.85, -5.93, -1.12], [3.63, -5.64, -0.56], [3.12, -4.34, -0.47], [1.53, -4.19, 0.20], [5.76, -2.80, -1.93], [6.60, -5.11, -2.07], [5.20, -6.96, -1.17], [3.01, -6.44, -0.18], [-1.47, -2.77, 0.71], [-1.67, -3.54, -0.13], [-1.97, -4.54, -1.07], [-2.59, -4.23, -2.29], [-2.92, -5.24, -3.17], [-2.65, -6.56, -2.85], [-2.02, -6.87, -1.65], [-1.68, -5.87, -0.76], [-2.80, -3.19, -2.53], [-3.39, -5.00, -4.11], [-2.92, -7.35, -3.54], [-1.79, -7.90, -1.42], [-1.17, -6.09, 0.16], [-1.31, 0.58, -2.23], [-0.19, 0.13, -1.91], [-0.01, -0.82, -1.14], [1.02, 0.78, -2.59], [0.75, 2.21, -2.99], [-1.20, 2.53, -3.40], [-2.57, 3.22, -2.10], [-2.75, 4.59, -1.94], [-3.73, 5.09, -1.11], [-4.55, 4.23, -0.40], [-4.37, 2.86, -0.53], [-3.39, 2.37, -1.38], [-1.06, 4.29, -4.48], [-0.03, 5.20, -4.37], [-0.05, 6.43, -5.02], [-1.13, 6.77, -5.81], [-2.17, 5.87, -5.95], [-2.13, 4.65, -5.29], [-1.98, 1.45, -4.89], [-3.26, 0.93, -4.84], [-3.79, 0.23, -5.91], [-3.03, 0.02, -7.04], [-1.75, 0.52, -7.11], [-1.23, 1.24, -6.04], [1.20, 0.16, -3.48], [1.90, 0.68, -1.95], [1.32, 2.49, -3.88], [1.04, 2.89, -2.19], [-2.10, 5.27, -2.47], [-3.85, 6.16, -1.01], [-5.31, 4.62, 0.26], [-4.98, 2.18, 0.05], [-3.24, 1.30, -1.46], [0.82, 4.96, -3.74], [0.78, 7.12, -4.91], [-1.16, 7.73, -6.31], [-3.02, 6.13, -6.57], [-2.96, 3.96, -5.40], [-3.85, 1.07, -3.94], [-4.80, -0.18, -5.85], [-3.44, -0.54, -7.88], [-1.14, 0.35, -7.99], [-0.23, 1.63, -6.09]],
  "spin_multiplicity": 1,
  "energy_ha": -5922.38607,
  "e_lumo_ev": 3.93,
  "homo_lumo_gap_ha": 0.17489,
  "e_homo_ev": -0.828,
  "charge": -2
}

---

# 4
{
  "formula": "C10H14N3S",
  "method": "ωB97M-V/def2-TZVPD",
  "species": ["C", "C", "C", "C", "C", "C", "C", "C", "C", "C", "N", "N", "N", "S", "H", "H", "H", "H", "H", "H", "H", "H", "H", "H", "H", "H", "H", "H"],
  "coordinates": [[-3.41, -1.66, -0.26], [-2.07, 2.59, 0.44], [-1.89, 2.03, -0.83], [-1.36, 2.03, 1.52], [-1.06, 0.88, -1.03], [-0.51, 0.95, 1.34], [-0.31, 0.44, 0.01], [2.97, 0.68, -0.61], [2.43, -0.67, -0.84], [0.47, -0.75, -0.06], [-3.22, -1.64, 0.96], [0.55, -1.88, 0.50], [3.01, -1.89, -0.31], [-3.27, -1.67, -1.77], [-2.89, 3.24, 0.73], [-2.58, 2.44, -1.52], [-1.62, 2.34, 2.53], [-0.93, 0.36, -2.04], [0.07, 0.64, 2.15], [3.21, 0.72, 0.51], [3.93, 0.89, -1.15], [2.25, 1.41, -0.86], [2.32, -0.81, -1.96], [-0.23, -2.36, 0.87], [1.41, -2.30, 0.46], [3.50, -1.92, 0.64], [3.26, -2.64, -0.97], [-4.05, -1.45, 1.53]],
  "spin_multiplicity": 1,
  "relative_energy_ev": 1.913,
  "energy_ha": -951.56123,
  "e_lumo_ev": -3.63,
  "homo_lumo_gap_ha": 0.32078,
  "e_homo_ev": -12.363,
  "charge": 1
}